Entry 1:
Density functional theory data (the ωB97M-V functional and the def2-TZVPD basis) for a cluster of 4 separate species, C9H12ClO13 in total in a non-equilibrium geometry.

```
35
Properties=species:S:1:pos:R:3
Cl 1.41158 1.36478 0.99581
O 2.80344 1.06651 1.21015
O 1.12200 1.63685 -0.37970
O 0.60357 0.21266 1.43932
O 1.04292 2.52161 1.78048
C -1.21235 -1.03545 -1.40089
C -0.32496 -2.12589 -0.84760
O -1.04422 -2.60504 0.28531
C -2.21465 -1.97747 0.39119
O -2.96890 -2.14106 1.32105
O -2.44779 -1.14988 -0.63663
H -1.44791 -1.38468 -2.40408
H -0.78311 -0.05039 -1.23859
H 0.66864 -1.71251 -0.68134
H -0.30200 -2.94186 -1.57404
C 2.66116 0.78745 -3.61304
C 2.05413 1.28699 -4.91841
O 1.23467 0.14712 -5.31148
C 1.55176 -0.94137 -4.60168
O 1.05873 -2.00953 -4.84099
O 2.41811 -0.61658 -3.63605
H 2.17532 1.21224 -2.72886
H 3.72179 0.95334 -3.42584
H 2.72103 1.28462 -5.78084
H 1.43732 2.16648 -4.77675
C -0.67423 0.42946 4.74525
C -1.58854 0.44051 3.55832
O -2.89024 0.43441 4.22441
C -2.72945 1.00639 5.40016
O -3.62913 1.36108 6.12468
O -1.41149 1.20611 5.71054
H 0.31470 0.77788 4.42987
H -0.40952 -0.50190 5.26020
H -1.53765 -0.44579 2.93504
H -1.38474 1.34291 2.98500
```

Output
* total charge: -1
* HOMO energy: -6.9 eV
* 2S+1: 1
* relative energy (zero: lowest compared OMol25 entry of this formula, charge and spin): 0.0 kcal/mol
* LUMO energy: 0.0888 Ha
* total energy: -1788.32224 a.u.

Entry 2:
Density functional theory data (the ωB97M-V functional and the def2-TZVPD basis) for a structure of composition C9H12F15FeN4O23S5 in a non-equilibrium geometry.

```
69
Properties=species:S:1:pos:R:3
Fe 7.13311 -6.81608 -30.23854
C 10.43629 -9.45254 -28.00749
F 9.27494 -10.10694 -28.03267
F 10.67829 -8.97248 -26.78671
F 11.39886 -10.33452 -28.40314
S 10.24952 -7.98377 -29.29905
O 10.86997 -6.83934 -28.69009
O 10.94691 -8.32647 -30.56927
O 8.80635 -7.66958 -29.54369
C 9.07661 -3.81676 -32.86861
F 10.16949 -3.10903 -33.19091
F 8.07981 -3.05924 -32.37015
F 8.63544 -4.58175 -33.84290
S 9.71562 -4.97125 -31.43249
O 8.50229 -5.58187 -30.83336
O 10.55646 -5.97911 -32.08585
O 10.53232 -4.12596 -30.50434
C 7.41557 -9.81957 -33.75049
F 8.36978 -10.49431 -34.42761
F 6.41319 -9.46305 -34.57037
F 6.98532 -10.59528 -32.76372
S 8.25238 -8.21288 -33.12674
O 7.62643 -7.80353 -31.85424
O 9.74446 -8.41146 -32.94218
O 8.01311 -7.19522 -34.20353
C 2.95525 -8.25559 -29.75905
F 1.74561 -8.20038 -30.27233
F 3.09967 -7.33248 -28.80928
F 3.38081 -9.43673 -29.22839
S 4.14700 -7.81363 -31.27754
O 4.27998 -9.04681 -32.03129
O 3.54758 -6.71414 -32.05852
O 5.38411 -7.43425 -30.64950
C 5.99153 -2.62959 -28.59360
F 6.93166 -2.42992 -29.44661
F 6.48752 -2.50574 -27.33271
F 5.04997 -1.74615 -28.80014
S 5.15399 -4.38818 -28.86648
O 6.16781 -5.31900 -29.52707
O 4.71138 -4.86286 -27.55326
O 4.07796 -4.20000 -29.86030
C 7.00880 -11.99451 -29.72637
N 6.67232 -10.60483 -29.35099
O 6.15385 -10.49994 -28.25455
O 6.98778 -9.68072 -30.08477
H 8.02632 -12.18181 -29.38336
H 6.95014 -12.05240 -30.81325
H 6.22865 -12.59115 -29.25362
C 5.29254 -5.66871 -34.47768
N 5.49351 -4.94015 -33.18640
O 6.17953 -5.49357 -32.29903
O 5.07425 -3.83118 -33.06368
H 5.28525 -6.75677 -34.41307
H 6.20381 -5.36598 -34.99347
H 4.39970 -5.38715 -35.03593
C 5.36882 -7.96174 -26.24328
N 6.59740 -7.76326 -27.04755
O 6.44388 -7.52823 -28.29447
O 7.61229 -8.16212 -26.50930
H 5.16018 -6.98756 -25.80110
H 5.52228 -8.53841 -25.33113
H 4.52866 -8.38013 -26.79751
C 9.71197 -3.72285 -26.94464
N 8.79971 -4.89019 -27.02658
O 8.42342 -5.26740 -28.14790
O 8.31774 -5.36780 -26.00685
H 9.14521 -2.79774 -27.04984
H 10.46968 -3.76359 -27.72712
H 10.20039 -3.78517 -25.97218
```

Output
* total charge: -2
* HOMO energy (spin up / spin down): -3.9 / -3.8 eV
* 2S+1: 6
* relative energy (zero: lowest compared OMol25 entry of this formula, charge and spin): 38.6 kcal/mol
* ⟨S²⟩: 8.76
* LUMO energy (spin up / spin down): 0.1510 / 0.1272 Ha
* total energy: -7052.04492 a.u.

Entry 3:
Density functional theory data (the ωB97M-V functional and the def2-TZVPD basis) for a cluster of 2 separate species, C9H12FIN4O5P2 in total in a non-equilibrium geometry.

```
34
Properties=species:S:1:pos:R:3
C -2.68788 1.48252 -0.84817
C -2.08127 0.81795 -0.05670
C -1.34933 -0.22779 0.61552
N -1.98465 -1.29274 1.10014
N -0.95911 -2.02538 1.65596
P -1.46338 -3.52245 2.39717
O -0.18072 -4.61331 2.24570
I -3.34247 -4.49888 0.89926
C 0.29220 -1.44150 1.50907
C 1.58695 -1.99916 1.99351
C 2.58333 -2.42194 0.88171
N 2.29778 -2.93946 -0.23775
N -0.00958 -0.25824 0.82952
C 0.99015 0.75704 0.46373
C 0.81262 1.37614 -0.94994
C 0.91893 0.37468 -2.11610
F 0.17042 -0.79539 -1.94327
H -3.14147 2.14049 -1.58653
H 0.14193 -4.67401 1.33058
H 1.45950 -2.84222 2.70242
H 2.10208 -1.19823 2.58825
H 3.66527 -2.29521 1.11002
H 1.27149 -3.00978 -0.29493
H 1.97962 0.26512 0.55311
H 0.88997 1.57763 1.20588
H 1.65449 2.09152 -1.08204
H -0.09648 2.00619 -1.02175
H 1.97372 0.09433 -2.32695
H 0.55862 0.88383 -3.03360
O -0.42563 4.26554 -1.84936
P -1.61124 5.24374 -1.71831
O -1.16481 6.64077 -2.17181
O -2.06816 5.27158 -0.25023
O -2.78288 4.76662 -2.59412
```

Output
* total charge: -2
* HOMO energy: 0.8 eV
* 2S+1: 1
* LUMO energy: 0.0896 Ha
* total energy: -2025.49462 a.u.

Entry 4:
Density functional theory data (the ωB97M-V functional and the def2-TZVPD basis) for a cluster of 2 separate species, C9H12FP in total in a non-equilibrium geometry.

```
23
Properties=species:S:1:pos:R:3
C 1.04015 0.87108 0.93424
C 0.64732 0.59523 -1.40447
C 1.37146 1.20696 -0.36982
C 0.00029 0.02766 1.26570
C -0.43659 -0.29035 -1.19271
C -0.63962 -0.51676 0.16172
C 2.34481 2.33507 -0.69327
C -0.19215 -0.30861 2.69403
C -1.09993 -0.72552 -2.45678
F -3.70352 -2.36390 1.78960
P -3.02558 -2.94358 0.41964
H 1.70961 1.39630 1.75314
H 0.95152 0.86286 -2.49129
H 3.24882 1.90810 -0.88348
H 2.06962 2.96254 -1.57770
H 2.64581 2.88369 0.22195
H 0.06991 0.53477 3.29848
H -1.20821 -0.52485 2.82146
H 0.23586 -1.18956 2.88028
H -1.26226 -1.76650 -2.37324
H -1.89415 -0.10759 -2.54670
H -0.43633 -0.65857 -3.35429
H -2.43685 -4.18848 1.10352
```

Output
* total charge: 0
* HOMO energy (spin up / spin down): -8.5 / -8.5 eV
* 2S+1: 1
* relative energy (zero: lowest compared OMol25 entry of this formula, charge and spin): 19.8 kcal/mol
* LUMO energy (spin up / spin down): -0.0307 / -0.0023 Ha
* total energy: -791.19900 a.u.

Entry 5:
Density functional theory data (the ωB97M-V functional and the def2-TZVPD basis) for a structure of composition C9H12IN3O2SeSn.

```
29
Properties=species:S:1:pos:R:3
Sn -0.12015 0.21864 1.55364
O -2.66037 -1.52648 -0.69015
C -2.61124 -1.80187 0.48647
C -3.36649 -2.94926 1.15597
C -2.97262 -2.86465 2.63194
C -1.93215 -1.76275 2.65547
O -1.23943 -1.42208 3.60378
N -1.84582 -1.15259 1.43498
H -3.05452 -3.87791 0.67903
H -4.43359 -2.83004 0.97677
H -2.54882 -3.78022 3.03954
H -3.80282 -2.56654 3.27236
I -1.60552 2.49162 1.84877
C 0.32645 3.30832 -1.60106
N 1.48187 2.42272 -1.52253
C 2.80558 2.80340 -1.57957
C 3.54493 1.68138 -1.45845
N 2.66121 0.62912 -1.32960
C 3.01507 -0.77090 -1.15859
C 1.39430 1.08823 -1.37414
Se -0.17063 0.07184 -1.27223
H 0.67735 4.32082 -1.78174
H -0.24071 3.27249 -0.67224
H -0.32571 2.99076 -2.41170
H 3.10614 3.82975 -1.69358
H 4.61082 1.54064 -1.44787
H 4.09656 -0.86392 -1.20288
H 2.55658 -1.36740 -1.94346
H 2.65373 -1.13311 -0.19894
```

Output
* total charge: 0
* HOMO energy: -7.7 eV
* 2S+1: 1
* LUMO energy: 0.0114 Ha
* total energy: -3578.44247 a.u.

Entry 6:
Density functional theory data (the ωB97M-V functional and the def2-TZVPD basis) for a cluster of 2 separate species, C9H12N2O2 in total in a non-equilibrium geometry.

```
25
Properties=species:S:1:pos:R:3
C 3.22057 0.22548 -1.29870
C 3.57562 1.55440 -1.32185
C 2.31936 0.10365 -0.15808
C -0.61087 -0.39713 -0.15005
C 1.86187 -1.79663 1.77592
C 2.08296 -2.52547 0.44739
C 1.99060 -1.05389 0.46305
C -1.38694 2.16124 1.66056
C -2.02076 0.76267 1.41243
N 2.08344 1.31988 0.30523
N -0.91940 -0.28686 -1.34209
O 2.81394 2.24504 -0.38343
O -0.99396 -0.22494 1.03717
H 3.56029 -0.51306 -2.10293
H 4.17200 2.07285 -2.01260
H 0.89769 -1.83981 2.25274
H 2.73320 -1.69514 2.35530
H 3.02924 -3.09489 0.05876
H 1.20430 -3.09248 0.08310
H -2.22865 2.82443 1.46187
H -1.06094 2.16605 2.73209
H -0.62215 2.35146 0.95633
H -2.84090 0.92234 0.70515
H -2.45726 0.22921 2.29256
H -1.66221 0.23570 -1.67497
```

Output
* total charge: 0
* HOMO energy (spin up / spin down): -7.4 / -7.4 eV
* 2S+1: 1
* relative energy (zero: lowest compared OMol25 entry of this formula, charge and spin): 173.5 kcal/mol
* LUMO energy (spin up / spin down): 0.0216 / -0.0001 Ha
* total energy: -609.84731 a.u.

Entry 7:
Density functional theory data (the ωB97M-V functional and the def2-TZVPD basis) for a cluster of 2 separate species, C9H12N2O2S in total in a non-equilibrium geometry.

```
26
Properties=species:S:1:pos:R:3
C 0.76882 0.11390 3.46769
C -0.42191 -0.54539 3.57126
C 1.39438 0.07104 2.23841
C -0.94858 -1.24950 2.46305
C 0.83102 -0.58432 1.10785
C 1.17663 2.06089 -0.91089
C 0.57993 0.89147 -0.97096
C -1.36069 0.50004 -3.31668
C -1.43996 0.10165 -1.77001
N -0.34507 -1.15345 1.26931
N -1.41202 -1.24633 -1.58386
O 3.07976 -0.17516 -0.28600
O 1.30879 -1.70643 -1.20334
S 1.64567 -0.51533 -0.46892
H 1.08343 0.84767 4.23635
H -1.05216 -0.48856 4.47560
H 2.22763 0.85526 2.13029
H -1.89228 -1.90167 2.46071
H 2.27118 2.31949 -0.66009
H 0.70421 2.83448 -1.43308
H -2.03144 1.32256 -3.38339
H -0.35683 0.76890 -3.60948
H -1.74421 -0.37760 -3.92558
H -2.07552 0.74183 -1.25222
H -0.77093 -1.89390 -2.05589
H -1.21986 -1.59154 -0.59014
```

Output
* total charge: 0
* HOMO energy: -8.4 eV
* 2S+1: 1
* relative energy (zero: lowest compared OMol25 entry of this formula, charge and spin): 118.5 kcal/mol
* LUMO energy: 0.0090 Ha
* total energy: -1008.14563 a.u.

Entry 8:
Density functional theory data (the ωB97M-V functional and the def2-TZVPD basis) for a cluster of 2 separate species, C9H12N2O3 in total in a non-equilibrium geometry.

```
26
Properties=species:S:1:pos:R:3
O -22.76191 -36.53632 27.25833
N -21.84022 -35.78904 27.48274
O -20.71416 -35.74876 27.01651
C -21.89362 -35.19952 28.80179
C -23.22534 -34.98227 29.59762
C -23.41539 -34.24659 31.00410
C -22.11445 -33.88700 31.68814
C -20.94065 -33.90070 30.94475
C -20.74786 -34.64472 29.54581
H -24.23258 -35.36632 29.09029
H -24.47928 -34.20180 31.38106
H -22.07781 -33.30486 32.47218
H -19.98691 -33.47862 31.39157
H -19.63496 -34.48196 29.14770
C -20.11920 -36.85487 32.52326
N -19.75132 -38.21520 32.76065
C -19.62958 -38.69321 34.10321
C -19.78393 -39.04194 31.72471
O -19.55275 -40.29245 31.79757
H -20.55042 -36.33700 33.35824
H -20.92933 -36.98067 31.81712
H -19.21446 -36.11680 32.18421
H -20.14557 -39.51392 34.29345
H -19.93257 -38.17711 35.03067
H -18.72854 -39.11718 34.34754
H -19.76425 -38.66675 30.81151
```

Output
* total charge: 0
* HOMO energy: -9.3 eV
* 2S+1: 1
* structure (SMILES): O=[N+]([O-])c1ccccc1.CN(C)C=O
* relative energy (zero: lowest compared OMol25 entry of this formula, charge and spin): 217.5 kcal/mol
* LUMO energy: -0.0421 Ha
* total energy: -685.06148 a.u.